The following is a DFT calculation (ωB97M-V with the def2-TZVPD basis set) of C17H28BrN4NiO2 as an isolated structure.

Values from the calculation:
Multiplicity ... 3
HOMO-LUMO gap (spin up / spin down) ... 8.60 / 7.90 eV
HOMO energy (spin up / spin down) ... -10.912 / -10.912 eV
Total charge ... +1

Each line ends with the Löwdin charge.
Cartesian coordinates (Å):
Ni -0.009 0.151 0.031  0.70
C -2.373 1.141 2.036  -0.16
C -2.265 2.209 0.949  -0.18
N -1.299 1.860 -0.116  -0.10
C -1.831 1.918 -1.488  -0.18
C -0.729 1.497 -2.460  -0.16
N -0.109 0.235 -2.044  -0.12
C -0.586 -0.975 -2.721  -0.18
C -1.976 -1.465 -2.306  -0.14
C -2.209 -1.750 -0.806  -0.18
N -0.999 -1.693 0.033  -0.09
C -1.265 -2.083 1.430  -0.17
C -0.267 -1.425 2.383  -0.16
N -0.116 0.023 2.132  -0.11
C -1.081 0.902 2.823  -0.17
H -2.706 0.208 1.578  0.09
H -3.149 1.459 2.734  0.13
H -1.986 3.161 1.406  0.13
H -3.251 2.343 0.502  0.12
H -0.518 2.512 -0.072  0.13
H -2.182 2.922 -1.743  0.13
H -2.683 1.240 -1.548  0.11
H 0.045 2.270 -2.466  0.13
H -1.133 1.429 -3.473  0.13
H 0.920 0.266 -2.184  0.07
H 0.159 -1.753 -2.542  0.13
H -0.613 -0.806 -3.802  0.13
H -2.160 -2.374 -2.877  0.12
H -2.722 -0.742 -2.639  0.10
H -2.684 -2.729 -0.700  0.13
H -2.908 -1.018 -0.396  0.11
H -0.293 -2.314 -0.350  0.14
H -1.210 -3.167 1.555  0.14
H -2.280 -1.782 1.685  0.11
H 0.714 -1.878 2.240  0.13
H -0.590 -1.611 3.411  0.13
H 0.822 0.270 2.427  0.12
H -0.593 1.862 3.001  0.13
H -1.327 0.475 3.800  0.12
Br 7.956 0.138 -2.020  0.75
C 6.576 -0.026 -0.727  -0.67
C 6.904 -0.147 0.614  -0.12
C 5.887 -0.281 1.546  -0.07
C 4.561 -0.287 1.142  -0.03
C 4.245 -0.149 -0.204  -0.13
C 5.258 -0.020 -1.147  -0.06
C 2.812 -0.097 -0.671  -0.54
O 2.578 0.195 -1.852  0.02
O 1.918 -0.375 0.213  -0.10
H 7.940 -0.131 0.924  0.11
H 6.130 -0.387 2.596  0.11
H 3.770 -0.405 1.869  0.10
H 5.003 0.084 -2.192  0.11

=====

The following is a DFT calculation (ωB97M-V with the def2-TZVPD basis set) of a 14-piece molecular cluster, H27O14 overall.

Values from the calculation:
Relative energy (zero: lowest compared OMol25 entry of this formula, charge and spin) ... 244.8 kJ/mol
HOMO-LUMO gap ... 9.00 eV
HOMO energy ... -6.569 eV
Total charge ... -1

Each line ends with the Löwdin charge.
Cartesian coordinates (Å):
O 1.888 -1.524 4.149  -0.04
H 2.174 -0.624 4.312  0.04
O 3.249 -0.467 -2.222  -0.07
H 2.553 -0.835 -1.651  0.00
H 2.909 -0.243 -3.098  0.03
O -1.016 -1.609 -1.902  -0.05
H -4.350 -0.232 -0.583  -0.04
H -1.053 -2.555 -1.801  0.07
O 1.129 -2.664 1.824  -0.05
H 1.468 -3.592 2.008  0.10
H 1.455 -2.006 2.394  -0.03
O -1.879 2.047 2.119  -0.08
H -1.612 0.273 3.415  0.07
H -2.102 1.854 1.208  0.02
O -0.278 -0.445 -4.257  -0.08
H -0.272 -1.212 -3.749  -0.05
H 0.141 0.090 -3.480  0.07
O 0.891 1.701 -1.508  -0.13
H 0.762 1.645 -0.416  0.00
H 0.922 0.827 -1.692  -0.10
O -4.436 0.575 -0.155  -0.05
H -4.322 1.406 -0.643  0.05
H -0.879 1.986 2.111  0.04
O 1.003 -0.933 -0.246  -0.01
H 1.051 -1.591 0.419  -0.01
H -0.540 -1.269 -1.125  0.04
O -3.478 -0.948 -2.479  -0.09
H -2.520 -0.905 -2.219  0.00
H -3.460 -0.194 -3.054  0.02
O 1.219 0.868 3.371  -0.09
H 0.546 0.240 3.489  -0.05
H 1.113 1.123 2.411  -0.04
O -1.651 -0.676 3.825  -0.09
H -0.931 -1.142 3.397  -0.01
H 1.060 -1.526 4.565  0.01
O 2.094 3.070 -3.751  -0.14
H 1.219 3.447 -3.991  0.03
H 2.068 2.466 -2.931  0.03
O 1.114 1.487 0.922  -0.32
H 1.710 2.251 0.788  0.03
H 1.040 -0.165 0.224  -0.05

=====

The following is a DFT calculation (ωB97M-V with the def2-TZVPD basis set) of a 2-piece molecular cluster, C5H11NO2 overall.

Values from the calculation:
Relative energy (zero: lowest compared OMol25 entry of this formula, charge and spin) ... 293.0 kJ/mol
HOMO-LUMO gap ... 8.24 eV
SMILES ... N/C(O)=C\O.C=CC
HOMO energy ... -7.455 eV

Each line ends with the Löwdin charge.
Cartesian coordinates (Å):
N -1.850 -0.466 1.198  0.11
C -1.987 -0.382 -0.195  -0.46
O -3.046 0.365 -0.635  0.03
C -1.209 -1.037 -1.087  -0.22
O -0.110 -1.736 -0.753  -0.09
H -2.737 -0.540 1.679  0.09
H -1.218 -1.203 1.485  0.09
H -3.172 1.106 -0.028  0.10
H -1.348 -0.856 -2.145  0.12
H 0.500 -1.080 -0.073  0.14
C 1.599 0.428 1.421  0.02
C 1.244 0.622 0.140  -0.29
C 2.226 0.758 -0.985  -0.10
H 0.873 0.491 2.219  0.05
H 2.584 0.064 1.682  0.07
H 0.272 1.106 -0.060  0.11
H 2.567 1.782 -1.108  0.08
H 3.076 0.101 -0.835  0.08
H 1.735 0.477 -1.919  0.07

=====

Calculated values (eV Å⁻¹) of strongest force on any atom for the records, taken in order: 0.59, 5.10, 4.52.